Below is a structure of composition C27H28FeN7O3, with properties calculated with ωB97M-V/def2-TZVPD.

Results
* total energy: -79398.6783 eV
* total charge: +2
* maximum force: 0.2 eV/Å
* lowest unoccupied orbital energy (spin up / spin down): -6.5 / -6.8 eV
* orbital gap (spin up / spin down): 7.522 / 7.254 eV
* spin multiplicity: 6

Cartesian coordinates (Å):
1 Fe -0.754 0.292 1.061
2 C 5.660 2.015 1.252
3 C 4.356 1.267 1.205
4 C 4.112 0.288 0.262
5 C 2.913 -0.448 0.266
6 C 2.602 -1.557 -0.588
7 N 2.822 -1.691 -1.857
8 C 3.278 -0.665 -2.816
9 C 2.203 0.372 -3.143
10 C 0.959 -0.121 -3.887
11 N -0.081 -0.600 -2.968
12 C -1.008 -1.467 -3.246
13 C -2.064 -1.838 -2.367
14 C -3.034 -2.765 -2.800
15 C -4.085 -3.156 -1.999
16 C -5.124 -4.141 -2.462
17 C -4.145 -2.605 -0.714
18 C -3.208 -1.699 -0.224
19 C -3.342 -1.228 1.143
20 N -2.530 -0.482 1.802
21 C -2.860 -0.211 3.219
22 C -2.534 1.219 3.633
23 C -1.080 1.440 4.017
24 N -0.152 1.045 2.939
25 C 1.099 1.259 3.100
26 C 2.133 0.864 2.151
27 C 3.349 1.534 2.139
28 C 1.910 -0.171 1.218
29 O 0.781 -0.841 1.158
30 C -2.155 -1.282 -1.064
31 O -1.280 -0.409 -0.683
32 H 6.269 1.807 0.374
33 H 6.236 1.731 2.134
34 H 5.490 3.090 1.302
35 H 4.896 0.042 -0.443
36 H 2.076 -2.388 -0.127
37 H 2.570 -2.585 -2.257
38 H 3.589 -1.199 -3.713
39 H 4.157 -0.168 -2.419
40 H 2.689 1.120 -3.772
41 H 1.904 0.901 -2.232
42 H 1.192 -0.914 -4.600
43 H 0.541 0.714 -4.451
44 H -0.187 -0.139 -2.057
45 H -0.962 -1.937 -4.226
46 H -2.949 -3.174 -3.802
47 H -5.028 -4.343 -3.526
48 H -6.129 -3.761 -2.280
49 H -5.027 -5.087 -1.929
50 H -4.961 -2.902 -0.062
51 H -4.238 -1.579 1.659
52 H -2.294 -0.921 3.829
53 H -3.920 -0.411 3.378
54 H -3.140 1.465 4.506
55 H -2.844 1.908 2.844
56 H -0.841 0.840 4.899
57 H -0.912 2.488 4.275
58 H 1.438 1.791 3.993
59 H 3.517 2.318 2.872
60 O -0.138 1.799 0.106
61 N 0.598 2.862 0.414
62 C -0.074 3.875 0.830
63 C 0.648 5.069 1.172
64 N 1.235 6.016 1.446
65 C -1.502 3.804 1.003
66 N -2.635 3.653 1.113